No. 1
# C28H74N6O8

C28H74N6O8 as an isolated structure at a distorted geometry (ωB97M-V with the def2-TZVPD basis set, the Open Molecules 2025 dataset).

Summary:
**Gap between HOMO and LUMO**: 6.27 eV
**E_LUMO**: 0.38 eV
**Molar mass**: 622.93 g/mol
**Strongest force on any atom**: 18.7 eV Å⁻¹
**E_HOMO**: -5.9 eV
**Electronic energy**: -2040.2541 Eh
**Energy relative to the best compared isomer or geometry (same formula, charge and spin)**: 3137.0 kJ/mol
**Total charge**: 0

Each line ends with the Mulliken charge.
Positions of all 116 atoms, in Å:
C 0.52 -1.85 3.18  -1.722
O -0.24 -1.25 2.12  0.050
C -1.06 -0.13 2.59  -1.262
C -0.86 1.05 1.61  0.491
N -1.48 0.79 0.29  -0.465
C -1.40 1.95 -0.64  -0.434
C -2.11 1.53 -1.91  -0.984
O -1.35 0.58 -2.74  -0.264
C -0.16 0.93 -3.35  1.162
H 0.65 -2.91 3.01  1.859
H 0.01 -1.62 4.12  0.676
H 1.48 -1.34 3.19  0.388
H -0.80 0.31 3.56  0.658
H -2.09 -0.49 2.65  0.155
H 0.21 1.12 1.42  -0.826
H -1.20 1.96 2.11  0.530
H -1.10 -0.07 -0.08  -0.723
H -0.37 2.26 -0.85  -2.245
H -1.86 2.84 -0.21  0.871
H -2.34 2.38 -2.57  0.161
H -3.11 1.18 -1.64  0.432
H -0.41 1.46 -4.27  -0.010
H 0.36 0.00 -3.58  0.316
H 0.35 1.63 -2.68  -0.762
C 2.36 4.74 -4.15  -0.866
O 1.86 3.82 -3.13  -0.128
C 2.00 4.38 -1.85  -1.246
C 1.40 3.37 -0.87  0.216
N 2.35 2.31 -0.57  -0.379
C 1.87 1.30 0.43  -0.538
C 2.40 -0.08 0.21  -0.746
O 2.26 -0.43 -1.16  -0.104
C 2.95 -1.61 -1.46  -0.982
H 1.78 5.66 -4.07  0.360
H 2.18 4.23 -5.10  0.189
H 3.41 5.02 -4.03  0.316
H 1.44 5.30 -1.67  0.503
H 3.00 4.62 -1.48  0.410
H 0.40 3.03 -1.15  1.404
H 1.12 3.92 0.03  0.524
H 2.53 1.76 -1.40  0.407
H 0.78 1.20 0.38  -0.440
H 1.92 1.52 1.50  0.817
H 1.82 -0.76 0.83  0.377
H 3.43 -0.02 0.57  0.742
H 2.58 -2.41 -0.82  0.330
H 3.96 -1.50 -1.04  0.431
H 2.82 -1.93 -2.49  0.251
C 2.14 -3.72 8.09  -1.379
C 3.21 -3.57 6.98  0.203
C 2.58 -3.15 5.67  -0.155
O 1.91 -4.28 5.05  -0.494
C 1.15 -3.89 3.88  -1.075
N 4.26 -2.58 7.49  -0.669
H 1.67 -4.69 7.93  0.290
H 1.52 -2.83 8.08  0.343
H 2.59 -3.78 9.08  0.420
H 3.71 -4.50 6.71  0.324
H 3.39 -2.68 5.11  0.242
H 1.81 -2.43 5.93  0.068
H 1.34 -4.59 3.07  0.301
H 1.21 -2.85 3.54  -0.669
H 0.11 -4.15 4.03  0.319
H 4.93 -2.39 6.76  0.260
H 3.78 -1.75 7.84  0.239
C 0.33 -0.98 -9.04  -1.623
C -0.38 -0.47 -7.79  0.544
C 0.10 0.90 -7.34  -0.635
O -0.77 1.43 -6.31  -0.527
C -0.67 0.79 -5.00  -0.428
N -1.75 -0.18 -8.20  -0.760
H 0.35 -0.19 -9.80  0.326
H -0.10 -1.86 -9.53  0.386
H 1.37 -1.30 -8.92  0.380
H -0.35 -1.19 -6.97  0.258
H 0.09 1.75 -8.03  0.388
H 1.14 0.83 -7.02  0.293
H -1.39 1.21 -4.29  -0.232
H 0.32 0.98 -4.58  0.431
H -0.97 -0.26 -5.02  0.255
H -1.72 0.43 -9.01  0.302
H -2.17 0.41 -7.49  0.376
C -0.76 -1.31 -1.27  -1.462
C 0.17 -2.28 -0.50  1.794
C -0.54 -3.20 0.52  -1.445
O 0.30 -4.14 1.33  -0.486
C -0.28 -4.59 2.47  -1.197
N 0.90 -2.99 -1.50  -0.646
H -1.57 -1.74 -1.87  0.754
H -0.21 -0.59 -1.87  -0.634
H -1.41 -0.80 -0.56  1.645
H 0.88 -1.66 0.06  -0.526
H -1.34 -3.63 -0.09  0.585
H -1.16 -2.64 1.22  0.541
H -0.53 -3.74 3.11  0.496
H 0.15 -5.33 3.14  0.589
H -1.27 -4.96 2.18  0.495
H 1.38 -3.71 -0.97  0.241
H 0.15 -3.60 -1.80  0.579
C -3.14 3.09 4.72  -1.632
C -3.18 3.21 3.12  1.432
C -4.37 2.42 2.50  -0.774
O -4.27 2.61 1.06  -0.392
C -4.18 1.45 0.26  -0.172
N -3.21 4.61 2.67  -0.780
H -2.39 3.72 5.20  0.381
H -3.13 2.07 5.09  0.339
H -4.06 3.53 5.09  0.446
H -2.29 2.64 2.86  -0.778
H -5.32 2.88 2.78  0.412
H -4.42 1.37 2.77  0.339
H -3.20 0.96 0.31  0.149
H -4.34 1.90 -0.72  0.459
H -4.88 0.62 0.37  0.407
H -4.03 5.16 2.91  0.295
H -3.48 4.43 1.71  0.340

=====

No. 2
# C28H75ClN5O14

C28H75ClN5O14 as an isolated structure at a distorted geometry (ωB97M-V with the def2-TZVPD basis set, the Open Molecules 2025 dataset).

Summary:
**Gap between HOMO and LUMO**: 6.15 eV
**E_LUMO**: 2.50 eV
**Molar mass**: 741.38 g/mol
**Strongest force on any atom**: 14.8 eV Å⁻¹
**E_HOMO**: -3.7 eV
**Electronic energy**: -2896.5527 Eh
**Total charge**: -1

Each line ends with the Mulliken charge.
Positions of all 123 atoms, in Å:
Cl -28.52 -10.20 6.22  1.164
O -28.76 -11.42 7.01  0.158
O -27.14 -9.96 5.98  1.457
O -29.16 -10.44 4.97  -0.572
O -28.97 -9.07 7.03  -0.913
C -32.25 -14.60 2.82  -0.882
O -31.85 -14.10 4.11  -0.289
C -31.63 -12.76 4.10  -1.408
C -31.57 -12.19 5.57  -0.022
N -30.86 -13.10 6.45  -0.619
C -30.64 -12.53 7.76  -1.140
C -29.39 -13.07 8.46  1.380
O -29.52 -14.54 8.62  -0.540
C -28.35 -15.15 9.11  -1.081
H -32.53 -15.64 3.00  0.308
H -31.36 -14.63 2.20  0.259
H -32.89 -13.93 2.24  0.336
H -32.44 -12.17 3.67  0.443
H -30.74 -12.43 3.56  0.470
H -32.59 -12.01 5.90  0.476
H -31.09 -11.21 5.59  -0.085
H -29.91 -13.06 6.11  0.300
H -31.45 -12.68 8.47  0.533
H -30.65 -11.45 7.83  0.716
H -29.20 -12.71 9.47  0.041
H -28.58 -12.68 7.84  -0.926
H -28.70 -16.10 9.51  0.409
H -27.85 -14.64 9.94  0.252
H -27.71 -15.31 8.25  0.623
C -29.14 -12.53 2.82  -0.025
O -27.97 -13.05 3.44  -0.605
C -27.07 -11.99 3.99  -0.111
C -25.91 -12.61 4.69  -0.937
N -26.36 -13.61 5.57  -0.179
C -27.22 -13.21 6.67  -0.531
C -26.53 -12.59 7.92  2.535
O -25.23 -13.25 8.14  -0.682
C -24.64 -12.78 9.32  -0.910
H -29.70 -13.30 2.29  0.231
H -28.97 -11.73 2.10  0.230
H -29.81 -12.17 3.60  0.075
H -27.65 -11.36 4.67  -0.503
H -26.70 -11.30 3.24  1.295
H -25.48 -11.84 5.32  -0.012
H -25.09 -12.89 4.03  0.351
H -25.55 -14.01 6.02  0.599
H -27.53 -14.08 7.26  -0.072
H -28.09 -12.69 6.27  -1.660
H -27.19 -12.63 8.78  1.533
H -26.56 -11.51 7.76  -0.074
H -23.65 -13.10 9.64  0.446
H -25.30 -12.68 10.18  0.187
H -24.59 -11.75 8.96  0.224
C -33.84 -14.74 10.28  -0.917
O -33.00 -13.54 10.22  -0.351
C -31.96 -13.67 11.18  -0.844
C -31.28 -12.33 11.18  -0.830
N -30.91 -12.01 9.80  -0.120
C -30.21 -10.68 9.69  -1.503
C -31.13 -9.49 9.78  -0.976
O -30.37 -8.27 9.46  -0.475
C -30.00 -8.12 8.16  -0.866
H -34.88 -14.42 10.33  0.312
H -33.71 -15.32 11.20  0.359
H -33.72 -15.49 9.49  0.298
H -31.25 -14.47 10.97  0.308
H -32.30 -13.89 12.19  0.644
H -30.49 -12.32 11.94  0.324
H -32.03 -11.62 11.53  0.440
H -31.83 -12.04 9.38  0.481
H -29.68 -10.65 8.73  1.816
H -29.44 -10.54 10.45  1.099
H -31.72 -9.35 10.68  0.280
H -31.86 -9.68 8.99  0.463
H -30.01 -7.06 7.93  0.031
H -30.73 -8.65 7.56  0.509
H -29.02 -8.59 8.17  1.306
C -24.72 -7.56 4.70  -1.367
C -25.38 -7.09 5.99  -0.106
C -26.82 -7.72 6.27  2.609
O -27.73 -6.82 5.65  -0.599
C -29.00 -7.41 5.47  0.079
N -24.48 -7.43 7.09  -0.418
H -24.89 -8.63 4.55  0.340
H -23.69 -7.21 4.70  0.520
H -25.15 -7.07 3.83  0.372
H -25.43 -6.01 6.07  0.539
H -27.10 -7.75 7.32  -0.982
H -26.78 -8.73 5.85  -1.768
H -29.60 -6.54 5.19  0.596
H -29.37 -7.71 6.45  -0.389
H -28.94 -8.20 4.73  -0.002
H -23.57 -7.48 6.67  0.188
H -24.51 -6.56 7.60  0.306
C -25.32 -9.91 7.48  -0.179
C -25.84 -9.82 8.97  -0.010
C -27.20 -9.12 9.13  -0.443
O -27.39 -8.74 10.55  -0.620
C -28.76 -8.33 10.75  -0.750
N -26.02 -11.29 9.37  -0.820
H -24.34 -10.37 7.40  0.579
H -25.24 -8.94 6.99  -0.922
H -26.09 -10.33 6.83  -0.394
H -25.22 -9.14 9.56  0.400
H -28.03 -9.60 8.61  -2.095
H -27.11 -8.13 8.67  1.640
H -28.99 -7.36 10.32  0.473
H -29.00 -8.29 11.82  0.418
H -29.46 -9.08 10.38  -0.334
H -26.50 -11.80 8.65  -0.625
H -26.75 -11.18 10.06  0.529
C -28.25 -12.61 10.05  -2.143
O -28.37 -11.64 9.04  -0.779
H -27.23 -12.74 10.40  0.830
H -28.58 -12.11 10.96  -0.452
H -28.92 -13.47 10.04  0.858
H -28.41 -11.97 8.14  -0.118
C -26.46 -9.51 3.77  -1.573
O -27.62 -10.22 3.54  -0.584
H -25.76 -9.89 4.51  0.452
H -26.00 -9.06 2.89  0.228
H -26.82 -8.60 4.26  0.761
H -28.17 -10.18 4.33  0.715

=====

- What is the formula in the first record?
  C28H74N6O8

=====

- Look up the electronic energy of the first one.
  -2040.2541 Eh

=====

- Number 2 is which compound?
  C28H75ClN5O14

=====

- Among the records above, which one has the highest electronic energy?
  C28H74N6O8